18
Properties=species:S:1:pos:R:3:forces:R:3:mulliken_charge:R:1 method="wB97M-V/def2-TZVPD" homo_ev=-9.06 e_tot_ha=-1365.1439 lumo_energy_ev=-0.57
O -1.159 -1.190 -1.023 -0.3 0.1 0.6 -0.537
H 0.028 0.333 -2.677 2.3 -0.6 1.8 0.242
H -1.682 2.021 1.604 0.8 -0.2 0.3 0.185
H 0.374 1.385 -0.030 0.4 -0.5 -1.0 0.386
S -3.302 -0.109 1.088 2.7 0.0 -0.6 -0.087
C -0.678 -0.445 -0.210 1.7 0.7 -0.5 0.789
C -1.203 -0.189 1.171 -3.9 -0.7 1.6 -0.978
H 1.310 -0.570 1.444 0.5 -0.5 -0.6 0.280
C 0.622 0.372 -0.424 -0.7 0.1 -1.6 0.359
H 2.595 0.451 0.669 -1.5 -0.8 -0.3 0.226
H 2.092 -0.984 -0.265 0.1 -0.6 1.5 0.298
C 1.023 0.284 -1.979 -2.6 -1.0 0.1 -1.187
H -3.208 -0.899 -0.004 -0.3 0.1 0.1 0.186
S -0.672 1.242 2.121 -1.1 0.5 -0.2 -0.105
H 1.604 -0.701 -2.138 -1.0 1.8 -0.1 0.286
I -0.984 -1.909 2.479 0.4 -0.1 -0.3 0.252
H 1.538 1.163 -2.295 1.0 0.4 0.0 0.403
C 1.703 -0.255 0.469 1.6 1.3 -0.8 -0.997

=====

50
Properties=species:S:1:pos:R:3:forces:R:3:mulliken_spin:R:1 method="wB97M-V/def2-TZVPD" homo_ev="-8.86 / -8.87" s_squared=0.7543 e_tot_ha=-6471.7463 lumo_energy_ev="-0.90 / -0.49" multiplicity=2
B 0.583 -0.878 -3.804 -0.1 -0.2 0.4 0.010
H 1.143 -0.207 4.265 0.0 0.0 0.0 0.000
C 0.000 3.021 -1.967 0.0 0.0 -0.1 0.048
H -0.997 -2.501 2.402 0.0 0.0 0.0 0.000
H -2.517 -3.320 -1.408 0.0 0.0 0.0 -0.001
Cl 3.708 -1.005 -1.080 -0.8 0.3 -0.1 -0.004
C 1.808 2.951 -0.466 0.0 0.1 0.1 0.012
S -0.357 0.165 0.899 0.1 -0.1 -0.3 -0.009
C -2.967 -2.050 0.276 0.0 -0.1 0.0 0.004
F 1.460 -1.819 -3.310 0.0 -0.1 -0.1 0.004
Cl -1.151 2.240 -3.009 0.0 0.0 0.0 0.000
Ti 1.236 0.109 -1.513 -0.1 0.5 0.1 0.995
F -0.309 -0.618 -2.553 0.2 -0.1 0.1 0.004
S -2.965 -0.566 -0.774 0.0 0.0 0.0 0.000
O 3.300 0.024 -2.082 0.1 -0.1 0.1 -0.003
C 0.488 0.681 2.424 0.0 0.0 0.1 0.003
H -0.140 -3.788 3.247 0.0 0.0 0.0 0.000
H 1.124 -4.162 0.975 0.0 0.0 0.0 -0.001
C -2.192 -3.194 -0.373 -0.1 0.0 0.0 -0.001
S -0.385 -3.044 -0.427 0.0 -0.1 -0.1 0.000
H -2.532 -1.787 1.237 0.0 0.0 0.0 -0.001
H -0.080 1.500 2.867 0.0 0.0 0.0 -0.001
H -2.435 -4.129 0.136 0.0 0.0 0.0 0.000
O 2.399 -1.066 -0.306 0.3 -0.2 0.0 0.005
C -3.010 0.752 0.471 0.0 0.0 0.0 0.002
C 0.965 2.254 -1.320 0.1 0.0 -0.1 -0.058
C 1.725 4.323 -0.243 -0.1 0.0 -0.1 -0.017
H -0.443 -0.756 3.751 0.0 0.0 0.0 0.000
H -3.998 -2.370 0.441 0.0 0.0 0.0 0.000
Cl 2.799 5.117 0.838 0.0 0.0 0.0 -0.001
O 3.961 -2.243 -1.685 0.1 -0.1 0.0 0.001
C 0.554 -0.495 3.394 0.0 0.0 0.0 0.000
H -1.681 2.053 1.574 0.0 0.0 0.0 -0.001
F -0.165 -1.200 -4.852 0.0 0.1 -0.1 0.000
Cl -1.339 5.295 -2.604 0.0 0.0 0.0 -0.001
H -3.726 1.500 0.129 0.0 0.0 0.0 0.000
H -3.396 0.339 1.403 0.0 0.0 0.0 0.000
H 1.483 1.050 2.196 0.0 0.0 -0.1 0.001
C -1.656 1.421 0.685 -0.1 0.1 0.1 -0.005
C -0.081 -3.088 2.412 0.0 0.0 0.0 0.001
C -0.123 4.398 -1.785 0.0 0.0 0.0 -0.013
Cl 3.040 2.060 0.386 0.0 0.0 -0.1 0.001
O 4.745 -0.545 -0.256 0.1 0.1 0.1 0.000
H -0.486 -4.809 1.175 0.0 0.0 0.0 0.001
F 1.251 0.372 -3.800 0.0 0.0 0.1 -0.001
C 0.079 -3.876 1.110 0.0 -0.1 0.1 -0.001
S 1.328 -1.970 2.674 0.0 0.0 0.0 0.000
Cl 0.617 6.748 -0.671 0.0 0.0 0.0 0.003
H -1.411 2.058 -0.161 0.0 0.0 0.0 0.004
C 0.747 5.053 -0.916 0.0 0.0 0.0 0.020